[1]
Computed, not measured: a 4-piece molecular cluster, C26H53BF5O6S overall, with ωB97M-V/def2-TZVPD.

Summary:
E_tot: -2396.1675 Ha
lowest unoccupied orbital energy: 2.5 eV
frontier orbital gap: 0.3127 Ha
HOMO level: -0.22251 Eh
charge: -1

Element x y z (Å)
C -0.2612 -4.4971 1.2773
C -0.0062 -3.7272 0.3779
B 0.3467 -2.8943 -0.9843
C 1.9771 -3.0971 -1.2066
C 2.3465 -4.5855 -1.6481
C 3.7666 -4.8968 -1.0105
O 4.2050 -6.2555 -1.2888
C -0.4836 -3.5092 -2.2543
C -1.9847 -3.0228 -2.3971
C -2.9312 -3.4223 -1.1965
C -4.3669 -3.9167 -1.7357
C -4.9880 -5.0652 -0.8033
C -5.8485 -4.3057 0.3125
C -5.9088 -5.2705 1.5886
S -0.0072 -1.0669 -0.5899
O -1.2345 -0.9064 0.2385
O 1.1253 -0.6034 0.3027
C 0.0139 0.0840 -2.0736
F 0.0626 -0.5466 -3.2970
F 1.1821 0.8581 -1.9937
C -1.1671 1.1572 -1.9802
F -2.4131 0.5837 -2.0119
F -1.1102 1.8679 -0.8033
F -1.1215 2.0114 -3.0782
H -0.5381 -5.1591 2.1233
H 2.4923 -2.9064 -0.2170
H 2.2850 -2.3244 -1.9745
H 2.4167 -4.6110 -2.7794
H 1.5572 -5.3197 -1.3128
H 4.5258 -4.1606 -1.3847
H 3.6612 -4.7451 0.1065
H 3.9198 -6.7566 -0.5032
H 0.1025 -3.2735 -3.1947
H -0.4542 -4.6400 -2.1593
H -1.9914 -1.9250 -2.6313
H -2.4028 -3.5365 -3.3218
H -3.1630 -2.4863 -0.6043
H -2.5318 -4.2324 -0.5347
H -5.0810 -3.0381 -1.6479
H -4.3523 -4.1940 -2.8241
H -4.1547 -5.6519 -0.3295
H -5.6839 -5.6783 -1.4353
H -5.3722 -3.3198 0.5668
H -6.8999 -4.1045 -0.0570
H -6.2585 -4.7125 2.5094
H -6.5708 -6.1648 1.4085
H -4.8447 -5.6214 1.7447
C 0.5989 2.0851 2.0113
C 1.1712 2.1667 3.4140
O 1.6595 3.4619 3.7510
C 0.7039 4.5062 3.7596
C -0.4015 4.3055 4.7827
H 1.3027 2.4920 1.2814
H 0.3812 1.0534 1.7471
H -0.3286 2.6582 1.9270
H 2.0260 1.4906 3.4811
H 0.4438 1.8259 4.1585
H 0.2898 4.6550 2.7565
H 1.2518 5.4186 4.0090
H -1.0505 3.4703 4.5098
H -1.0231 5.2008 4.8539
H 0.0189 4.0856 5.7668
C -3.2433 4.6768 -2.4805
C -2.6751 4.5096 -3.8793
O -3.3438 5.2959 -4.8571
C -3.2839 6.6999 -4.6786
C -1.8710 7.2563 -4.7342
H -4.3273 4.5422 -2.4859
H -2.7988 3.9490 -1.7993
H -3.0389 5.6740 -2.0830
H -2.8011 3.4704 -4.1855
H -1.5993 4.7116 -3.8954
H -3.7852 6.9899 -3.7486
H -3.8653 7.1358 -5.4947
H -1.2833 6.9401 -3.8693
H -1.8908 8.3481 -4.7421
H -1.3526 6.9038 -5.6286
C 6.7584 1.8207 5.0664
C 7.1221 0.6899 4.1181
O 5.9984 -0.0294 3.6437
C 5.0578 0.7111 2.8770
C 5.6386 1.2771 1.5932
H 6.1000 1.4615 5.8602
H 7.6585 2.2452 5.5167
H 6.2346 2.6251 4.5455
H 7.7413 -0.0326 4.6551
H 7.7249 1.0565 3.2800
H 4.6034 1.4994 3.4866
H 4.2564 0.0152 2.6200
H 6.3661 2.0673 1.7980
H 4.8481 1.7045 0.9738
H 6.1526 0.4979 1.0259

Forces on the atoms, in the same order (eV/Å):
C -0.3013 -0.6607 1.0358
C -0.3104 0.5785 -0.4888
B 0.6934 -2.5405 -0.2621
C -0.1432 0.0659 0.1393
C 0.6835 1.0881 -0.1480
C -1.2781 0.1063 -0.0027
O -0.2141 0.5089 0.9107
C -0.3795 0.0807 -0.2840
C 0.3645 -1.1558 -0.6726
C -1.3858 0.6360 -0.7552
C -0.0912 0.1653 0.6676
C -0.4754 2.1469 -0.5946
C 0.0685 -1.5934 0.4602
C 0.3132 0.8589 -0.2512
S 1.1437 0.0983 6.3236
O 0.3243 0.2174 -2.6026
O -1.1540 -0.3512 -2.7876
C 0.9255 2.0178 -0.6646
F -0.5054 0.6928 1.5867
F -1.5827 -1.0356 -0.1777
C -1.2752 0.1032 -0.1363
F 1.6736 0.5002 -0.1652
F 0.3561 -0.8192 -2.1551
F 0.2329 -0.9889 1.8377
H 0.4699 0.9510 -1.2378
H -0.4318 0.1688 -1.1852
H 0.2509 -0.9181 0.7395
H -0.0662 -0.2553 1.2538
H 0.9863 0.6859 -0.1989
H -0.6068 -0.7863 0.2076
H 0.2307 -0.1393 -1.1221
H 0.2287 0.1413 -0.7166
H -0.7787 -0.1459 0.7510
H -0.1651 1.2190 -0.0825
H -0.2218 -0.9041 0.4354
H 0.4140 0.6892 0.8912
H 0.6996 -1.2403 -0.2344
H 0.0505 0.9365 -0.6483
H 0.7260 -0.9467 -0.3664
H 0.2077 0.0181 1.0072
H -0.9613 0.3314 -0.5524
H 0.7800 0.1270 0.7716
H -0.3598 -1.0307 -0.1298
H 1.2055 -0.1362 0.2656
H 0.3327 -0.7473 -0.9572
H 0.6795 0.9193 0.1525
H -1.2636 0.2592 0.1505
C -0.2454 0.2573 0.1441
C -0.0300 -0.0937 -0.3274
O 0.2261 0.1515 0.2006
C 0.0567 -0.0389 0.0537
C -0.1580 -0.2049 -0.0471
H 0.0468 -0.1092 0.0406
H 0.0363 -0.0338 -0.0590
H -0.0250 -0.0525 -0.0095
H 0.0598 0.1848 0.1083
H -0.0492 0.0206 -0.0172
H -0.0956 -0.0389 0.0151
H 0.1322 -0.1271 -0.0327
H -0.0170 0.0702 0.0025
H 0.0369 -0.0152 -0.0030
H 0.0291 0.0843 -0.0421
C 0.0346 0.2403 0.0599
C -0.1004 -0.1013 0.1111
O -0.1069 0.0247 -0.1762
C 0.0542 -0.0288 -0.0845
C 0.1470 -0.0856 0.1974
H 0.0538 -0.0846 -0.0340
H -0.0197 0.0253 -0.0531
H 0.0319 -0.0529 0.0577
H -0.0527 0.1500 -0.1713
H 0.0018 0.0232 0.0597
H 0.0701 0.0324 0.0524
H -0.0403 -0.1903 0.0016
H -0.0105 0.0707 -0.0202
H -0.0161 -0.0380 -0.0133
H -0.0858 0.0488 -0.0091
C -0.1191 0.1884 -0.1181
C -0.0916 -0.0298 0.0850
O 0.0781 -0.1710 0.0972
C -0.1181 -0.0196 -0.1711
C 0.2192 0.1791 0.0648
H 0.0806 -0.0426 -0.0171
H -0.0216 -0.0350 -0.0140
H 0.0501 0.0118 0.0412
H -0.1240 -0.1091 -0.0993
H -0.0048 0.0954 0.0033
H 0.0411 0.0682 -0.0364
H 0.1271 -0.0877 0.1396
H -0.0552 0.0316 -0.0417
H 0.0037 -0.0646 0.0423
H -0.1200 -0.0202 0.0116

Atomic partial charges in e from the Mulliken method, atoms 1 to 5: number 1, C, carries -0.55; number 2, C, carries -0.22; number 3, B, carries -0.12; number 4, C, carries -0.51; number 5, C, carries -0.17

[2]
Computed, not measured: a 2-piece molecular cluster, C26H53Br2ClN2O4S overall, with ωB97M-V/def2-TZVPD.

Summary:
E_tot: -7438.9441 Ha
lowest unoccupied orbital energy: -1.1 eV
frontier orbital gap: 0.0851 Ha
HOMO level: -0.12651 Eh

Element x y z (Å)
C 5.5139 0.7443 0.4331
C 5.7174 -0.2452 1.6459
O 4.5266 -1.0162 1.8804
C 4.4458 -2.1039 0.9468
C 3.2047 -1.8459 -0.0162
O 2.2565 -2.8949 0.2095
C 2.0063 -3.7267 -0.9250
C 0.4404 -3.7751 -1.0705
O -0.0524 -2.5162 -1.5486
C -1.4681 -2.4184 -1.4032
C -1.9180 -1.1443 -0.5781
C -3.4621 -1.3315 -0.5183
C -4.0503 -2.6687 0.0936
C -1.5759 0.0910 -1.5523
C -2.6962 0.9211 -2.2546
C -3.8093 1.6144 -1.4171
C -4.4050 2.9421 -2.0659
S -5.1357 4.0501 -0.7676
C -0.2493 0.8915 -1.0756
C -0.2664 2.4444 -1.1008
C -1.3311 3.2299 -0.2525
C 0.8189 0.5700 -2.2226
C 2.2923 0.9998 -1.9112
N 3.0881 0.6354 -3.1421
C 0.0375 0.0650 0.2660
C 1.0026 0.6695 1.3528
C 0.7360 2.0933 1.9137
C 1.8340 2.3379 3.0545
Cl 2.8020 3.8468 2.6303
N -1.0934 -0.8897 0.6716
C -1.7446 -0.8589 1.9896
Br -2.7503 0.8247 2.3766
C -0.9569 -1.3185 3.2778
C 0.1856 -2.3767 3.0776
Br -0.4254 0.1229 4.5699
H 5.7842 1.7723 0.7719
H 4.4575 0.7337 0.0675
H 6.1568 0.4501 -0.4272
H 5.8863 0.3403 2.5850
H 6.5902 -0.9296 1.5232
H 4.2644 -3.0296 1.5462
H 5.3619 -2.2259 0.3252
H 2.7314 -0.9067 0.3767
H 3.4965 -1.6933 -1.0787
H 2.2926 -4.7722 -0.6291
H 2.5175 -3.4291 -1.8642
H 0.1639 -4.5475 -1.8256
H 0.0740 -4.0214 -0.0367
H -1.9731 -2.4345 -2.4030
H -1.7701 -3.3803 -0.9087
H -3.8768 -0.5011 0.1095
H -3.8847 -1.2932 -1.5515
H -4.4255 -3.3509 -0.6992
H -4.8736 -2.4379 0.8021
H -3.2261 -3.2071 0.6347
H -1.1926 -0.4850 -2.4384
H -2.1864 1.7024 -2.8816
H -3.1954 0.2525 -3.0075
H -3.5662 1.7903 -0.3394
H -4.6886 0.9156 -1.3851
H -5.2434 2.6054 -2.7214
H -3.6145 3.4594 -2.6562
H -4.0320 4.4317 -0.0420
H -0.4299 2.7550 -2.1654
H 0.7192 2.9046 -0.8381
H -0.8498 4.1066 0.2519
H -2.0926 3.6638 -0.9402
H -1.8649 2.6534 0.5279
H 0.5225 1.1075 -3.1596
H 0.8735 -0.5078 -2.4910
H 2.7819 0.4434 -1.0819
H 2.4525 2.0906 -1.7772
H 3.8800 0.0526 -2.8841
H 3.4356 1.4882 -3.5753
H 0.7513 -0.6967 -0.1734
H 1.2222 -0.0095 2.2044
H 1.9871 0.7466 0.8149
H 0.8972 2.9400 1.2147
H -0.2393 2.2660 2.4126
H 2.5442 1.4913 3.1558
H 1.3448 2.5627 4.0271
H -0.5949 -1.7978 0.6943
H -2.5933 -1.5893 1.9418
H -1.6974 -1.8496 3.9274
H 0.1053 -2.9757 2.1365
H 1.2010 -1.9222 3.1961
H 0.1275 -3.1296 3.9048
O -8.3631 4.9652 0.3509
H -7.6672 4.4684 -0.0885

Forces on the atoms, in the same order (eV/Å):
C 0.4781 -0.3161 0.2283
C -0.3538 0.8521 0.3373
O 1.1717 -0.5359 -0.6775
C -0.9853 0.1880 -0.4397
C 0.4884 0.2200 1.8285
O 0.3623 0.4046 -1.5227
C -1.6673 -0.9824 0.6499
C 1.4560 -0.2017 -0.6070
O -0.1109 -0.1362 0.7207
C 0.3409 -1.0730 1.0163
C -1.5797 0.7536 -3.4703
C -1.0410 0.0562 1.5934
C 0.9885 0.0460 0.1348
C 0.8159 -0.1251 -1.5970
C -0.4017 0.3189 -0.0173
C -1.2402 -0.1025 0.0723
C 0.9050 -0.8217 0.8058
S 0.0319 -0.0883 -0.2892
C -0.8533 -1.0629 -0.5348
C -0.8532 1.0097 0.5657
C 0.0223 0.6414 -0.2522
C 0.7754 0.1158 0.8868
C 0.6462 -0.2321 -1.3484
N -0.2006 0.2039 0.5799
C 3.5597 -0.0496 -1.1324
C -0.4069 0.9307 -0.3559
C 1.0755 0.5136 1.5628
C -0.6428 0.4695 -0.4173
Cl -0.2460 -0.8291 0.2924
N 0.8896 -1.1824 -0.2524
C -2.1434 0.3230 1.7473
Br 0.4442 -0.9498 -0.6515
C -0.0344 -0.8574 0.6174
C 0.3436 0.0351 0.6797
Br 0.1753 -0.8603 -0.7014
H -0.2747 -0.7136 -0.5336
H 0.8198 0.0861 0.5493
H -0.3653 0.3424 0.5370
H -0.1741 -0.4866 -0.7931
H -0.5659 0.5393 -0.0570
H 0.0531 0.6002 -0.6851
H -0.3761 0.1576 0.6558
H 0.5909 -0.9232 -0.4896
H -0.3232 -0.4080 0.5745
H -0.0099 0.7744 -0.5484
H -0.2845 0.0333 0.6679
H 0.0616 0.1749 0.7577
H -0.0437 0.1439 -0.9290
H 0.3505 0.4544 0.8492
H -0.1874 0.9524 -0.1723
H 0.2230 -0.5510 -0.9775
H 0.7012 0.5335 0.8470
H 0.2332 0.4362 0.5860
H 0.5457 -0.2419 -0.4914
H -0.9411 0.1801 -0.2243
H -0.1997 0.7722 0.7481
H -0.2234 -0.7228 0.5713
H 0.4347 0.5445 0.5982
H 0.1220 -0.0833 -1.0920
H 0.7546 0.6003 0.1450
H 0.5992 0.7990 0.4168
H -0.6671 -0.2534 0.2444
H -0.3197 -0.4841 -0.7234
H 0.1842 -0.4347 0.8438
H -0.6065 -0.9464 -0.2457
H -0.3761 -0.7512 -0.3642
H 0.4362 -0.3914 0.6330
H 0.5045 0.2277 -0.5594
H 0.0815 -0.4056 0.8472
H -0.1814 0.6133 0.3936
H -0.8700 0.5980 -0.3525
H -0.5032 -0.6934 0.3872
H -0.0520 0.2982 -0.2085
H 0.0843 -0.4121 0.0303
H -0.9788 0.5216 0.4181
H -0.4658 0.1924 -0.6496
H -0.9420 0.0103 0.4477
H -0.2693 -1.0080 0.1270
H 0.4230 -0.4777 -0.5901
H -0.3790 0.6530 -0.0567
H 0.5369 -0.2270 -0.7087
H 0.1764 0.4581 0.3715
H 0.9059 0.5945 -0.2735
H 0.2625 0.7564 -0.9124
H 0.1359 0.6450 0.5467
H -0.8334 -0.3600 -0.5710
H -0.0992 0.6951 -0.6531
O 0.0790 -0.0230 0.0647
H 0.0027 -0.0654 -0.0494

Atomic partial charges in e from the Mulliken method, atoms 1 to 5: number 1, C, carries -0.72; number 2, C, carries -0.45; number 3, O, carries -0.38; number 4, C, carries -0.96; number 5, C, carries 1.30

[3]
Computed, not measured: a 7-piece molecular cluster, C26H53BrN3O9PS overall, with ωB97M-V/def2-TZVPD.

Summary:
E_tot: -5177.3849 Ha
lowest unoccupied orbital energy: -1.0 eV
SMILES: CCOCc1nc2c(Br)cc([PH2]=S)c(O)c2nc1N(C)C(C)=O.CCO.CCO.CCO.CCO.CCO.CCO
frontier orbital gap: 0.2887 Ha
HOMO level: -0.32664 Eh

Element x y z (Å)
C 3.1028 0.2997 0.2326
C 2.2050 -0.9005 0.5508
O 2.2752 -1.9719 -0.3810
C 1.9845 -1.6088 -1.7030
C 0.7070 -0.8207 -1.8492
N 0.7742 0.3843 -2.3288
C -0.4015 1.0785 -2.4162
C -0.4053 2.3885 -2.9436
Br 1.2342 3.1317 -3.5256
C -1.5537 3.1198 -3.0392
C -2.7593 2.5542 -2.5951
P -4.2486 3.5662 -2.7653
S -4.7203 3.8527 -4.6320
C -2.7841 1.2808 -2.0796
O -3.9871 0.7704 -1.6450
C -1.5996 0.5117 -1.9836
N -1.6749 -0.7731 -1.5024
C -0.5367 -1.3994 -1.4605
N -0.4678 -2.7556 -1.0007
C -1.0510 -2.9392 0.3380
C -1.0478 -3.6716 -1.9652
C -2.5407 -3.7423 -2.1681
O -0.3261 -4.3844 -2.5874
H 2.5045 1.0478 -0.2809
H 3.4045 0.7503 1.1638
H 3.9390 0.0333 -0.4009
H 1.1750 -0.6036 0.7342
H 2.5515 -1.3129 1.4923
H 1.8509 -2.5309 -2.2656
H 2.7826 -1.0344 -2.1707
H -1.5138 4.1112 -3.4580
H -5.2271 2.9180 -2.0054
H -3.9890 4.7722 -2.0954
H -4.0664 -0.1341 -1.9697
H -0.6309 -2.1886 0.9936
H -0.7567 -3.9138 0.7103
H -2.1350 -2.8871 0.3240
H -2.7592 -3.6091 -3.2186
H -3.0615 -2.9918 -1.5837
H -2.8614 -4.7186 -1.8221
C 0.7204 1.0009 4.7663
C 1.3709 1.8457 3.6883
O 1.2534 1.2443 2.3969
H 1.1677 0.0050 4.7884
H 0.8301 1.4621 5.7457
H -0.3463 0.8755 4.5648
H 2.4378 1.9544 3.8790
H 0.9232 2.8441 3.6657
H 0.3119 1.1609 2.2140
C 3.3184 0.7321 -6.4027
C 4.7515 0.8689 -5.9239
O 5.0323 2.1907 -5.4715
H 3.1172 1.4358 -7.2111
H 3.1186 -0.2800 -6.7598
H 2.6225 0.9592 -5.5919
H 5.4486 0.6642 -6.7348
H 4.9540 0.1588 -5.1145
H 4.4339 2.3819 -4.7429
C -4.4023 -1.3699 1.6431
C -5.5580 -0.3905 1.6826
O -5.1953 0.8652 1.1235
H -3.5439 -0.9670 2.1827
H -4.6787 -2.3285 2.0871
H -4.0868 -1.5426 0.6115
H -5.8655 -0.1997 2.7098
H -6.4202 -0.7975 1.1421
H -4.9222 0.7162 0.2096
C 5.5816 0.7212 5.0835
C 5.3611 -0.4397 4.1305
O 5.2448 -0.0026 2.7788
H 4.7623 1.4370 5.0064
H 5.6482 0.3751 6.1159
H 6.5044 1.2520 4.8384
H 4.4317 -0.9558 4.3669
H 6.1807 -1.1614 4.2114
H 6.0622 0.4454 2.5414
C -1.2391 0.5968 8.5451
C -1.5559 2.0544 8.2629
O -1.3707 2.3783 6.8863
H -0.2128 0.3678 8.2561
H -1.3646 0.3654 9.6036
H -1.8961 -0.0595 7.9693
H -0.8886 2.7058 8.8245
H -2.5846 2.2862 8.5577
H -1.9639 1.8218 6.3734
C -0.4447 -1.5606 -5.0029
C -1.5831 -1.9447 -5.9273
O -2.8180 -2.0624 -5.2180
H -0.3243 -2.3031 -4.2127
H 0.4966 -1.4811 -5.5487
H -0.6497 -0.6001 -4.5231
H -1.3931 -2.9123 -6.3878
H -1.6989 -1.2040 -6.7244
H -3.0077 -1.2021 -4.8312

Forces on the atoms, in the same order (eV/Å):
C -1.1778 0.0915 -0.2542
C 0.9888 -0.0476 0.3913
O -0.0566 0.0619 0.0063
C -0.2254 -0.1740 -0.2470
C 0.4069 0.3398 -0.0997
N -0.3770 0.1334 0.0610
C 0.6392 -0.0733 -0.1051
C 0.3151 0.3012 -0.1799
Br -0.1281 0.0506 0.0006
C 0.5797 -0.4181 0.1414
C -0.2824 0.1356 0.5938
P -0.3215 -0.0952 -1.1040
S -0.0139 -0.0067 0.1468
C -0.5320 0.1978 0.0444
O 0.1809 -0.0134 -0.2628
C -0.6526 -0.2105 0.0885
N 0.4813 0.5376 -0.2838
C -0.3615 -0.8582 0.4080
N -0.5890 0.3306 0.1704
C 0.1697 -0.1363 -0.4188
C -0.2110 0.0039 -0.0100
C 0.0901 0.3373 0.7236
O 0.6510 -0.3895 -0.5240
H 0.1200 0.2067 -0.3021
H 0.3924 0.0138 0.1393
H 0.2956 -0.1577 0.1067
H -0.2739 0.1722 -0.2255
H -0.0033 -0.3336 0.0891
H 0.1316 -0.2055 0.0359
H 0.1186 0.1935 0.0338
H -0.1325 0.1642 -0.0733
H 0.1364 0.1092 0.2655
H 0.1261 -0.2101 0.3296
H 0.1007 -0.2113 0.2087
H -0.0252 0.1743 0.1844
H 0.1102 -0.1718 0.0464
H -0.2528 0.1994 0.1989
H -0.0444 -0.0811 -0.2607
H -0.1291 0.1221 -0.0279
H -0.1471 -0.2464 -0.1483
C 0.1514 -0.1538 -0.0993
C -0.1950 -0.0565 -0.0478
O -0.0690 0.0928 0.2206
H 0.0403 0.0235 -0.0070
H -0.0766 0.0354 0.0202
H -0.0261 0.0670 0.0401
H 0.0323 -0.0020 -0.0853
H 0.0767 0.0386 0.0768
H -0.0084 0.0015 -0.0516
C -0.0140 0.0493 -0.0167
C -0.1640 0.0808 0.1931
O 0.0586 -0.0379 -0.1125
H 0.0367 -0.0233 -0.0353
H -0.0053 -0.0008 0.0166
H -0.0277 -0.0756 0.0397
H 0.0600 0.0556 0.0131
H 0.0136 -0.0909 -0.0802
H -0.0025 0.0171 0.0232
C 0.0512 -0.0311 0.0402
C 0.0518 0.0620 -0.2383
O -0.0501 -0.0049 0.0883
H -0.0089 -0.0056 0.0263
H 0.0074 0.0019 -0.0279
H -0.0055 -0.0476 -0.0302
H -0.0215 0.0557 -0.0001
H -0.0364 -0.0650 0.0967
H 0.0849 0.1161 0.0419
C -0.0528 0.0258 -0.0524
C 0.1948 0.1557 -0.0735
O -0.1240 -0.0562 0.1304
H -0.0277 -0.0251 0.0218
H 0.0188 0.0014 -0.0022
H 0.0371 -0.0375 0.0424
H -0.0255 -0.0249 -0.0682
H -0.0505 -0.0529 0.0857
H 0.0071 0.0103 -0.0462
C 0.0545 0.0218 -0.0596
C -0.1304 -0.1631 -0.1489
O 0.0540 0.0819 0.1648
H 0.0179 0.0218 0.0358
H -0.0179 -0.0088 -0.0039
H -0.0480 -0.0018 0.0518
H 0.0093 0.0605 -0.0457
H 0.0319 0.0215 0.1018
H -0.0153 0.0062 -0.0400
C -0.0409 -0.0360 0.0673
C -0.0380 0.2017 0.1060
O 0.0653 -0.1368 0.0497
H 0.0339 -0.0872 -0.1151
H 0.0101 0.0505 0.0204
H 0.0368 0.0765 -0.1197
H -0.0923 -0.0449 0.0175
H 0.0907 -0.0453 -0.0599
H -0.0501 0.0463 -0.0516

Atomic partial charges in e from the Mulliken method, atoms 1 to 5: number 1, C, carries -1.24; number 2, C, carries 0.33; number 3, O, carries -0.46; number 4, C, carries -1.21; number 5, C, carries 0.49

Which of these has the highest lowest unoccupied orbital energy?
C26H53BF5O6S